# 1
The following is a DFT calculation (the ωB97M-V functional and the def2-TZVPD basis) of C18H25F3N4O6RhS2SbSe4Si as an isolated structure.

The geometry in XYZ format:
```
65
Properties=species:S:1:pos:R:3:forces:R:3
Rh -1.363 0.384 -0.186 0.00 -0.28 -0.06
Se 0.381 5.362 5.396 -0.10 0.08 -0.24
Sb 0.534 4.875 2.945 -0.38 -0.13 0.35
Se -1.320 2.504 0.854 0.16 0.13 0.33
Se -0.445 2.370 2.977 -0.09 0.19 -0.36
Se 2.812 4.422 3.715 0.39 -0.12 -0.04
C -1.539 -1.383 -6.929 0.00 -0.06 0.00
Si -0.803 -0.389 -5.504 0.00 0.01 0.00
C 1.052 -0.318 -5.786 -0.04 0.02 -0.01
C -1.582 1.322 -5.534 0.02 -0.01 0.02
C -1.245 -1.295 -3.922 0.04 -0.18 0.13
C -1.959 -2.484 -3.901 0.03 0.06 -0.03
C -2.386 -3.056 -2.702 -0.01 -0.05 0.08
C -2.121 -2.384 -1.526 0.00 -0.05 -0.05
N -1.419 -1.253 -1.513 -0.05 0.18 -0.06
C -0.943 -0.724 -2.664 0.02 0.22 -0.06
S -0.054 0.738 -2.450 0.01 0.00 0.01
H -1.364 -0.859 -7.873 0.01 -0.01 0.01
H -2.619 -1.511 -6.817 0.02 0.01 0.00
H -1.085 -2.375 -7.007 -0.03 0.02 -0.01
H 1.275 0.208 -6.719 0.00 -0.01 0.03
H 1.479 -1.322 -5.851 -0.02 0.01 0.01
H 1.536 0.208 -4.963 0.00 0.00 0.00
H -2.158 1.480 -6.450 0.02 -0.02 -0.01
H -0.819 2.099 -5.465 -0.02 0.00 0.02
H -2.248 1.450 -4.678 0.02 0.00 -0.01
H -2.213 -2.973 -4.836 -0.01 0.00 0.02
H -2.944 -3.982 -2.685 0.00 0.01 0.01
H -2.483 -2.732 -0.567 -0.01 0.00 -0.01
C 1.400 1.782 6.201 0.08 0.04 -0.02
C 2.796 1.191 6.312 -0.10 -0.04 -0.03
S 3.014 -0.284 5.328 0.08 0.13 -0.10
O 1.807 -1.061 5.397 -0.04 -0.04 0.01
O 4.274 -0.873 5.723 0.02 -0.01 -0.01
C 3.216 0.366 3.675 -0.09 0.07 0.09
C 3.256 -0.735 2.609 0.06 0.04 -0.02
N 1.966 -0.968 1.988 0.11 -0.10 0.11
C 1.345 -0.045 1.201 0.07 0.05 0.00
N 0.116 -0.428 0.951 -0.19 -0.15 -0.13
C -0.091 -1.644 1.575 0.00 -0.01 0.02
C 1.072 -2.010 2.213 -0.14 0.06 -0.12
N 1.366 -3.202 2.816 0.12 -0.09 0.05
O 0.403 -4.036 2.936 0.07 0.05 0.01
O 2.590 -3.473 3.122 -0.13 0.03 -0.02
C 2.027 1.159 0.661 0.08 0.03 0.01
H 1.271 2.588 6.923 0.02 -0.01 -0.02
H 0.641 1.020 6.368 0.00 -0.03 0.01
H 1.247 2.228 5.218 0.02 -0.02 0.08
H 3.031 0.841 7.320 -0.02 0.02 0.01
H 3.571 1.895 6.003 -0.01 0.00 0.01
H 4.156 0.919 3.701 -0.01 0.00 0.00
H 2.407 1.084 3.506 0.06 -0.09 0.01
H 3.588 -1.691 3.017 -0.01 0.01 -0.05
H 3.943 -0.417 1.823 0.07 -0.06 0.05
H -1.012 -2.192 1.512 0.00 0.01 0.01
H 2.985 0.885 0.209 -0.03 0.00 0.00
H 2.220 1.911 1.432 0.00 0.00 -0.02
H 1.403 1.595 -0.115 -0.01 0.00 0.01
F -5.203 0.755 -2.905 -0.04 0.01 0.03
C -5.358 0.899 -1.574 0.03 -0.04 -0.02
F -5.651 2.195 -1.346 -0.01 0.00 -0.02
F -6.437 0.185 -1.224 0.00 0.02 -0.01
C -4.084 0.471 -0.799 0.13 0.03 -0.10
O -4.195 -0.305 0.136 0.00 -0.01 0.00
O -3.039 1.019 -1.269 -0.17 0.07 0.11
```
Forces are in eV/Å.

Total charge: -2
⟨S²⟩: 6.031
Orbital gap (spin up / spin down) (eV): 4.48 / 5.68
E_LUMO (spin up / spin down) (eV): 3.906 / 2.316
Highest occupied orbital energy (spin up / spin down) (Ha): -0.0210 / -0.1235
Spin multiplicity: 5

Atomic partial charges in e from the Löwdin method, atoms 1 to 2: number 1, Rh, carries 0.6267; number 2, Se, carries -0.2304

=====

# 2
The following is a DFT calculation (the ωB97M-V functional and the def2-TZVPD basis) of one molecule with the formula C8H8OSe at a distorted geometry.

The geometry in XYZ format:
```
18
Properties=species:S:1:pos:R:3:forces:R:3
C 1.146 1.484 1.207 -0.37 2.58 -0.09
C -0.112 1.258 0.754 -0.71 1.62 0.79
C 2.385 0.827 0.886 0.03 -1.31 0.25
C -0.622 0.279 -0.201 -0.14 2.33 1.21
C 2.548 -0.219 0.130 -3.48 -0.31 -2.08
C 0.185 -0.328 -1.033 3.33 -0.95 -0.04
C -2.116 0.030 -0.248 -0.63 -0.46 -0.04
C -2.197 -1.367 -0.919 -1.06 -1.13 0.99
O 3.338 -1.073 -0.424 0.55 0.61 -0.02
Se -0.734 -1.523 -2.158 0.84 -0.07 -0.36
H 1.359 2.483 1.726 -0.71 -1.70 -0.36
H -0.886 2.031 1.140 1.26 -1.49 -0.61
H 3.211 0.947 1.546 0.84 0.57 0.66
H -2.260 -0.071 0.874 -1.16 0.32 -1.42
H -2.862 0.769 -0.846 2.01 -1.26 1.73
H -2.097 -2.246 -0.177 -0.38 1.52 -1.08
H -3.085 -1.468 -1.550 -0.11 -0.23 0.51
H 2.801 -1.814 -0.707 -0.13 -0.63 -0.07
```
Forces are in eV/Å.

Total charge: 0
Orbital gap (spin up / spin down) (eV): 6.93 / 7.01
E_LUMO (spin up / spin down) (eV): -0.485 / -0.403
Highest occupied orbital energy (spin up / spin down) (Ha): -0.2726 / -0.2725

Atomic partial charges in e from the Löwdin method, atoms 1 to 2: number 1, C, carries -0.1320; number 2, C, carries -0.0875

=====

# 3
The following is a DFT calculation (the ωB97M-V functional and the def2-TZVPD basis) of one molecule with the formula C4H7NO2S at a distorted geometry.

The geometry in XYZ format:
```
15
Properties=species:S:1:pos:R:3:forces:R:3
C -0.695 -1.071 1.342 1.15 2.70 -0.12
C 0.072 -0.382 0.238 -0.09 0.60 -0.29
N -0.825 0.441 -0.600 -0.18 0.05 0.21
C -0.587 0.616 -1.909 -1.35 0.33 0.54
S 0.734 0.203 -2.783 0.03 -0.07 -0.09
C 1.225 0.481 0.818 -1.27 0.30 0.77
O 1.266 0.720 1.996 0.45 0.04 -0.23
O 2.054 1.013 -0.066 0.39 -0.20 0.18
H 0.035 -1.546 1.925 0.63 -1.00 1.03
H -1.076 -0.239 1.923 -0.30 -0.08 0.56
H -1.479 -1.675 1.046 -1.39 -1.41 -0.87
H 0.567 -1.050 -0.440 -0.04 -0.69 -0.50
H -1.716 0.834 -0.201 1.53 -0.79 -0.53
H -1.485 1.068 -2.353 0.51 0.04 -0.32
H 1.912 0.588 -0.935 -0.08 0.17 -0.34
```
Forces are in eV/Å.

Total charge: 0
SMILES: C[C@@H](NC=S)C(=O)O
Orbital gap (eV): 9.69
E_LUMO (eV): 0.363
Highest occupied orbital energy (Ha): -0.3427

Atomic partial charges in e from the Löwdin method, atoms 1 to 2: number 1, C, carries -0.0199; number 2, C, carries -0.2966

=====

# 4
The following is a DFT calculation (the ωB97M-V functional and the def2-TZVPD basis) of a 2-piece molecular cluster, C5H14O overall at a distorted geometry.

The geometry in XYZ format:
```
20
Properties=species:S:1:pos:R:3:forces:R:3
C 1.553 0.236 1.516 -1.69 1.54 -1.24
C 2.272 1.551 1.109 -0.53 0.13 2.31
C 2.655 2.307 2.431 0.46 -0.95 -0.54
H 2.182 -0.645 1.544 -0.11 -0.06 0.23
H 0.646 0.120 0.883 0.87 -0.65 -0.41
H 0.988 0.470 2.416 0.65 -0.46 0.74
H 1.596 2.247 0.620 -0.01 -0.30 -0.59
H 3.174 1.411 0.540 0.14 -0.23 -0.48
H 2.908 1.609 3.236 -0.20 -0.11 -0.10
H 3.597 2.791 2.219 0.00 1.00 0.26
H 1.845 2.949 2.795 0.41 0.09 -0.20
C -3.575 -2.078 -2.258 0.94 0.14 -0.29
C -2.120 -1.507 -2.164 -0.92 -3.03 1.06
O -1.761 -0.146 -2.274 -0.09 -0.74 0.60
H -3.454 -3.162 -2.114 0.32 0.12 -0.39
H -4.154 -1.860 -1.370 -0.56 0.86 -0.24
H -4.053 -1.952 -3.239 -0.19 0.34 0.57
H -1.553 -2.115 -2.870 0.24 0.18 -0.34
H -1.856 -1.968 -1.161 0.31 1.01 -0.68
H -0.892 -0.257 -1.858 -0.04 1.14 -0.28
```
Forces are in eV/Å.

Total charge: 0
SMILES: CCC.CCO
Orbital gap (eV): 11.04
E_LUMO (eV): 0.751
Highest occupied orbital energy (Ha): -0.3780

Atomic partial charges in e from the Löwdin method, atoms 1 to 2: number 1, C, carries -0.1214; number 2, C, carries -0.2868

=====

# 5
The following is a DFT calculation (the ωB97M-V functional and the def2-TZVPD basis) of one molecule with the formula C4H9NO2.

The geometry in XYZ format:
```
16
Properties=species:S:1:pos:R:3:forces:R:3
H 3.388 1.233 0.273 0.02 -0.01 -0.04
N 3.376 0.337 -0.202 -0.26 -0.01 0.14
C 2.221 -0.178 -0.140 0.21 0.16 -0.02
O 1.987 -1.383 -0.696 0.12 -0.05 0.01
O 1.162 0.384 0.453 0.20 -0.05 -0.11
C -0.131 -0.240 0.445 -0.21 -0.11 0.02
C -1.123 0.639 -0.299 0.03 0.04 0.01
C -2.537 0.070 -0.221 -0.07 -0.02 -0.02
H 2.858 -1.666 -1.018 -0.22 0.02 -0.01
H -0.422 -0.335 1.497 0.01 -0.02 -0.13
H -0.072 -1.238 0.005 -0.03 0.18 0.09
H -0.806 0.734 -1.346 -0.04 -0.02 0.18
H -1.104 1.643 0.139 0.06 -0.10 -0.07
H -2.890 -0.001 0.815 0.13 -0.04 -0.14
H -3.242 0.714 -0.753 0.09 -0.12 0.01
H -2.579 -0.929 -0.670 -0.06 0.14 0.09
```
Forces are in eV/Å.

Total charge: 0
SMILES: [H]/N=C(/O)OCCC
Orbital gap (eV): 10.59
E_LUMO (eV): 0.865
Highest occupied orbital energy (Ha): -0.3573

Atomic partial charges in e from the Löwdin method, atoms 1 to 2: number 1, H, carries 0.0572; number 2, N, carries 0.1396

=====

# 6
The following is a DFT calculation (the ωB97M-V functional and the def2-TZVPD basis) of C20H31CrO11 as an isolated structure at a distorted geometry.

The geometry in XYZ format:
```
63
Properties=species:S:1:pos:R:3:forces:R:3
Cr 2.077 0.726 0.254 -3.10 0.41 -0.16
O 0.175 0.610 0.421 1.00 0.18 -0.10
H -0.516 0.698 -0.263 0.93 -0.11 0.32
O 1.568 -1.003 -1.431 0.21 1.97 3.43
C 1.855 -1.636 -2.393 -1.97 -3.44 0.53
O 2.217 -1.060 -3.470 2.40 0.60 -2.01
C 2.689 -2.028 -4.428 -3.18 -2.50 -1.31
C 1.801 -3.321 -4.006 1.43 -0.02 -1.70
C 1.652 -3.213 -2.577 1.17 2.05 2.60
H 3.744 -2.263 -4.574 0.11 0.68 0.94
H 2.255 -1.747 -5.388 0.49 0.42 0.03
H 2.326 -4.265 -4.148 -0.29 0.08 -1.10
H 0.800 -3.265 -4.434 0.35 -0.18 -0.66
H 2.479 -3.672 -2.035 0.42 0.06 0.00
H 0.804 -3.719 -2.116 -0.46 0.86 -0.06
O 2.735 -4.678 2.728 -1.05 1.05 0.35
C 1.702 -4.060 2.581 1.41 -1.93 -0.56
O 0.942 -3.591 3.582 0.05 -0.04 0.07
C -0.297 -3.081 3.098 -0.76 -0.41 -0.89
C -0.162 -3.007 1.544 -0.94 0.41 0.69
C 1.069 -3.817 1.227 0.40 1.33 -0.17
H -0.482 -2.107 3.550 0.15 -0.10 -0.02
H -1.143 -3.731 3.325 0.31 -0.25 0.58
H -0.184 -1.925 1.413 0.63 -0.11 -1.12
H -0.988 -3.451 0.988 -0.40 0.27 0.47
H 1.772 -3.246 0.620 0.24 0.00 0.06
H 0.885 -4.720 0.645 -0.07 -0.19 0.50
O -5.155 -3.025 -4.085 4.59 0.90 3.36
C -4.152 -2.757 -3.338 -5.36 -0.50 -3.69
O -3.627 -3.686 -2.492 -0.38 0.13 0.27
C -2.718 -3.009 -1.621 0.92 1.02 -0.59
C -2.182 -1.961 -2.563 0.77 2.92 0.92
C -3.434 -1.385 -3.287 1.21 -2.47 0.23
H -1.887 -3.553 -1.172 -0.38 -1.02 -0.55
H -3.196 -2.537 -0.763 -0.60 -0.03 -0.13
H -1.373 -2.262 -3.229 -0.45 -0.65 -0.30
H -1.699 -1.163 -1.999 0.11 0.14 0.32
H -3.186 -1.017 -4.283 -0.38 -0.16 0.04
H -3.981 -0.622 -2.734 -0.01 -0.28 0.13
O 1.972 2.690 1.370 2.13 3.49 0.10
C 2.411 3.890 1.600 -0.53 -3.15 1.40
O 3.357 4.127 2.565 -1.21 -1.32 -1.97
C 3.851 5.475 2.416 0.33 0.83 -0.74
C 2.627 6.206 1.840 1.09 1.80 3.36
C 1.987 5.204 1.016 -0.87 -0.50 -2.33
H 4.679 5.498 1.707 0.00 -0.47 -0.35
H 4.334 5.806 3.335 -0.83 -0.03 0.26
H 2.799 7.223 1.486 0.32 -0.41 -0.70
H 2.003 6.406 2.711 -0.34 -0.15 0.12
H 2.347 5.274 -0.010 0.46 -0.39 -0.29
H 0.933 5.428 0.851 -0.27 -0.86 0.53
O -0.499 4.394 3.322 -1.78 -0.86 -1.84
C -1.338 3.755 2.703 0.07 -0.65 0.12
O -2.191 4.243 1.717 1.80 1.85 0.15
C -2.992 3.242 1.085 0.16 0.09 1.78
C -3.139 2.299 2.319 -1.25 -1.24 -2.27
C -1.758 2.262 2.899 0.62 1.16 0.27
H -2.510 2.881 0.176 0.64 -0.62 0.36
H -3.911 3.650 0.666 -0.15 0.41 0.78
H -3.448 1.371 1.838 -0.09 -0.55 0.72
H -3.940 2.636 2.977 0.21 0.17 -0.02
H -1.158 1.566 2.313 0.41 0.31 -0.12
H -1.603 2.022 3.950 -0.43 -0.06 -0.05
```
Forces are in eV/Å.

Total charge: +1
⟨S²⟩: 6.026
Orbital gap (spin up / spin down) (eV): 7.62 / 7.51
E_LUMO (spin up / spin down) (eV): -4.380 / -4.492
Highest occupied orbital energy (spin up / spin down) (Ha): -0.4410 / -0.4410
Spin multiplicity: 5

Atomic partial charges in e from the Löwdin method, atoms 1 to 2: number 1, Cr, carries 1.1109; number 2, O, carries -0.4001

=====

| no. | M (g mol⁻¹) |
| --- | --- |
| 1 | 1083.1 |
| 2 | 199.1 |
| 3 | 133.2 |
| 4 | 90.2 |
| 5 | 103.1 |
| 6 | 499.5 |